No. 1
Here is a 14-piece molecular cluster, C30H89NO27 overall at a distorted geometry from OMol25. Energies are from ωB97M-V/def2-TZVPD.

Geometry as XYZ:
```
147
Properties=species:S:1:pos:R:3:lowdin_charge:R:1
H 4.66 -4.61 4.82 0.12
C 5.70 6.85 0.23 -0.22
O -7.43 -5.61 4.34 -0.07
H -7.61 0.07 4.49 0.13
H 4.34 -0.66 5.89 0.09
C -1.61 5.86 3.37 -0.23
C 1.24 1.33 -0.18 -0.04
H -6.31 2.41 6.21 0.11
H -8.76 -7.54 5.48 0.12
O 6.32 3.59 -5.61 -0.10
H 5.63 -2.67 -1.70 0.11
O -4.28 3.31 -5.55 -0.04
C -0.54 -0.27 -0.19 -0.22
H -5.80 -8.40 -1.81 0.12
H -6.11 0.91 6.67 0.12
O 6.49 5.82 -0.39 -0.06
C 5.49 4.01 7.98 -0.21
H 5.91 8.82 1.04 0.12
C 5.75 -4.69 -2.47 -0.27
O 3.90 -3.73 -1.25 -0.07
H -0.33 -0.78 0.75 0.14
O -1.65 -1.05 -8.37 -0.06
H -6.83 -4.86 4.24 0.08
H 4.39 5.29 6.68 0.11
H -6.84 -8.75 5.35 0.07
H 6.13 -2.85 6.29 0.07
H -8.64 1.91 6.20 0.08
C 6.60 1.86 -7.30 -0.27
H 6.18 2.65 -7.92 0.12
H 1.11 3.87 -4.63 0.06
H 5.00 1.35 -6.49 0.09
H 7.09 3.72 7.24 0.07
H -3.49 -1.90 -1.24 0.08
H 4.07 -3.95 6.44 0.12
H 4.97 7.25 -0.48 0.11
H 3.03 3.68 6.93 0.09
H -0.93 -7.24 4.88 0.11
H -0.79 5.53 2.73 0.11
H 7.08 5.40 0.25 0.07
H -4.97 1.01 4.11 0.10
H 7.44 1.39 -7.80 0.12
H 8.13 2.96 -6.10 0.11
O -6.90 -8.39 6.24 -0.08
H 7.17 8.45 -0.12 0.12
C -1.50 -0.92 -1.22 -0.47
O 6.57 3.10 7.76 -0.08
C 2.00 6.12 -4.90 -0.31
H -1.53 -0.35 -2.15 0.14
C -6.45 -7.86 -1.12 -0.30
H -1.03 -8.25 3.64 0.11
H -4.92 2.90 -4.97 0.10
C -0.68 -0.45 -9.26 -0.26
H -1.22 3.63 4.21 0.08
H 5.12 -2.06 4.43 0.12
H -7.39 -8.24 0.72 0.12
O -7.65 -7.70 -1.77 -0.05
C 1.74 5.06 -6.00 -0.19
C -4.37 4.66 -5.45 -0.28
H 3.33 -2.96 -1.16 0.08
O 0.94 -7.64 4.33 -0.07
H 1.87 7.04 -5.48 0.12
H 6.10 4.88 8.24 0.11
H -1.52 -5.76 2.76 0.10
H -1.13 -0.02 -10.15 0.11
O 1.22 5.93 -3.84 -0.04
H 3.45 -2.60 4.47 0.11
H 0.95 6.76 -3.43 0.11
O -0.31 -6.70 1.56 -0.11
H -3.54 5.23 -5.86 0.12
O 4.13 -1.57 6.12 -0.05
O -1.98 3.47 3.63 -0.08
H 2.97 6.19 -4.40 0.12
O 1.71 3.76 -5.37 -0.09
H 6.77 -4.48 -2.77 0.13
C -6.86 0.85 4.58 -0.30
C -7.87 -7.29 6.05 -0.19
O -8.03 1.36 6.69 -0.06
O -5.71 0.41 4.04 -0.04
C -7.19 -5.95 5.68 -0.27
O -6.67 -10.08 -0.03 -0.06
H -3.45 -0.32 -0.64 0.08
H -7.52 -10.45 -0.26 0.09
H 2.11 0.01 -9.78 0.08
H 1.27 1.28 0.91 0.09
H 5.83 -5.29 -1.57 0.12
H 2.17 1.50 -0.71 0.09
C 4.34 -2.47 5.08 -0.28
H 0.45 2.01 -0.52 0.08
C 0.57 -1.23 -9.70 -0.20
C 7.15 2.48 -6.01 -0.21
H 4.67 -2.83 -2.98 0.12
H 4.81 3.82 8.80 0.12
C 4.74 4.27 6.61 -0.27
H -7.63 -8.18 -2.60 0.09
C -6.53 -8.67 0.19 -0.22
O -5.60 6.41 -6.78 -0.10
O 3.71 3.39 6.31 -0.05
H -7.44 -5.09 6.30 0.11
H -3.04 4.58 2.27 0.12
H -0.33 0.51 -8.90 0.11
H -2.91 -1.69 0.31 0.08
H -1.20 -2.34 -2.47 0.08
H 2.35 5.02 -6.90 0.12
H 5.46 4.27 5.78 0.12
H -5.89 6.23 -7.68 0.07
H 6.10 3.53 -4.68 0.07
H 0.15 -5.36 3.02 0.11
N -0.85 -2.11 -1.55 0.02
H 0.16 -2.03 -10.33 0.11
H 7.19 1.82 -5.14 0.12
C -2.85 -1.22 -0.67 -0.07
H -3.45 4.82 4.00 0.11
H -7.22 1.58 3.86 0.11
H 5.05 6.54 1.05 0.11
H 4.04 -5.52 -2.97 0.09
C -6.79 1.45 6.02 -0.25
C -2.64 4.68 3.28 -0.23
C -0.53 -6.20 2.89 -0.20
H -6.63 4.94 -5.55 0.11
H -0.79 7.11 4.69 0.08
H 0.70 5.18 -6.30 0.11
H 1.06 -1.68 -8.84 0.12
H -5.84 4.56 -7.07 0.11
C -0.40 -7.42 3.94 -0.21
O 5.61 0.92 -7.10 -0.05
H 1.56 -7.81 3.62 0.09
C 4.77 -3.86 5.60 -0.25
H 0.13 -1.94 -1.71 0.07
O -1.25 6.27 4.69 -0.07
H 7.93 6.87 1.29 0.07
H -6.11 -5.97 5.84 0.12
C -5.73 5.11 -6.13 -0.20
H -5.97 -6.89 -1.04 0.11
H -1.92 -0.42 -7.70 0.08
O 4.93 -5.42 -3.32 -0.05
O 1.40 -0.23 -10.37 -0.08
C 5.00 -3.44 -2.14 -0.25
H -4.35 5.06 -4.44 0.11
H -0.95 0.72 0.00 0.11
O 6.04 -3.80 6.17 -0.05
C 6.59 8.04 0.71 -0.26
H -0.05 -5.98 0.97 0.07
H -8.14 -6.99 7.06 0.10
H -5.59 -8.40 0.67 0.12
O 7.48 7.61 1.69 -0.05
O 0.68 0.09 -0.76 -0.24
H -1.97 6.75 2.85 0.11
```

* F_max: 4.25 eV Å⁻¹
* energy relative to the best compared isomer or geometry (same formula, charge and spin): 8.740 eV


No. 2
Here is a 15-piece molecular cluster, C30H90O15 overall at a distorted geometry from OMol25. Energies are from ωB97M-V/def2-TZVPD.

Geometry as XYZ:
```
135
Properties=species:S:1:pos:R:3:lowdin_charge:R:1
C 1.54 -25.12 -4.11 -0.07
O 9.50 -23.92 -7.11 -0.10
H 11.54 -26.55 -5.81 0.02
H 8.44 -25.85 -5.11 0.07
H 5.15 -19.99 -8.69 0.07
H 10.47 -27.80 -1.04 0.10
H 5.03 -26.71 -0.75 0.05
H 1.66 -26.15 -3.78 0.05
H 10.44 -28.52 -6.03 0.10
H 9.29 -26.69 0.84 0.06
H 4.46 -28.84 -4.93 0.07
H 9.94 -24.76 -6.94 0.05
H 11.49 -22.64 -8.46 0.07
H 8.75 -25.90 -9.03 0.06
H 7.83 -29.03 -4.04 0.07
H 7.77 -20.53 -3.56 0.07
H 9.43 -27.75 -7.21 0.11
H 13.02 -26.97 -2.98 0.10
C 10.39 -22.93 -6.63 -0.29
O 12.43 -27.61 -0.39 -0.08
H 8.41 -22.10 -3.22 0.05
O 3.22 -26.69 -7.42 -0.08
H 8.75 -28.02 1.77 0.07
H 13.99 -26.51 -5.04 0.10
C 8.47 -22.99 1.10 -0.06
C 7.92 -25.64 -9.69 -0.09
H 2.16 -24.84 0.02 0.09
O 13.04 -26.37 -4.95 -0.10
H 7.15 -20.97 -7.23 0.10
H 3.89 -27.38 -7.40 0.08
O 9.23 -24.23 -0.73 -0.10
C 3.26 -26.60 0.14 -0.30
H 8.35 -23.82 1.79 0.05
C 8.51 -29.50 -3.32 -0.08
O 8.20 -26.09 -2.43 -0.10
O 7.11 -27.69 -0.38 -0.08
O 3.26 -24.18 -2.58 -0.09
H 4.16 -21.14 -7.92 0.07
H 9.45 -22.54 1.28 0.07
H 7.32 -23.69 -0.70 0.11
H 5.95 -22.95 -3.37 0.09
H 11.68 -28.99 -1.69 0.11
C 7.62 -25.30 -4.65 -0.03
C 7.36 -24.29 -9.47 -0.34
H 7.28 -30.93 -2.36 0.10
H 7.90 -26.73 -1.77 0.04
H 7.19 -28.64 -0.23 0.11
C 4.06 -28.33 -4.05 -0.06
O 3.11 -30.46 -3.30 -0.07
H 6.74 -26.01 0.58 0.11
H 4.51 -25.74 -8.65 0.11
H 3.44 -23.61 -8.31 0.06
H 8.30 -25.65 -10.71 0.08
C 2.88 -24.34 -3.95 -0.29
H 6.42 -27.34 1.58 0.12
C 5.20 -20.97 -8.21 -0.08
H 10.61 -23.17 -5.59 0.10
H 4.66 -29.47 -2.39 0.09
H 6.36 -25.44 -2.91 0.10
H 1.22 -25.16 -5.15 0.06
H 11.22 -25.19 -2.28 0.07
H 0.75 -24.70 -3.49 0.07
H 10.70 -28.84 1.12 0.05
H 6.20 -21.80 -2.03 0.10
H 12.33 -22.05 -7.08 0.08
H 7.23 -26.48 -9.61 0.08
H 6.97 -31.81 -4.37 0.08
C 11.09 -29.41 0.28 -0.09
C 11.43 -25.51 -3.30 -0.06
H 6.74 -27.00 -3.47 0.08
C 11.69 -22.87 -7.41 -0.07
H 7.78 -24.09 -7.62 0.04
C 11.42 -28.24 -7.91 -0.07
H 2.86 -23.35 -4.39 0.11
H 3.05 -28.72 -2.14 0.10
C 3.69 -29.25 -2.85 -0.30
H 5.08 -21.63 -4.59 0.03
C 7.57 -21.59 -3.71 -0.08
H 11.99 -29.96 0.56 0.08
H 1.15 -26.33 0.43 0.08
H 2.33 -30.63 -2.77 0.08
H 8.06 -23.51 -9.75 0.12
H 3.17 -27.86 -4.46 0.06
H 7.66 -21.80 -4.77 0.04
H 12.41 -28.17 -7.44 0.07
H 12.18 -23.84 -7.46 0.07
C 8.29 -23.29 -0.41 -0.33
C 6.18 -21.91 -3.11 -0.30
H 10.32 -30.14 0.01 0.07
O 4.23 -26.17 -0.81 -0.10
C 7.13 -27.00 0.82 -0.32
H 7.91 -24.26 -4.48 0.06
H 5.95 -23.12 -7.00 0.03
O 5.71 -22.38 -6.43 -0.12
H 2.13 -24.69 -8.78 0.08
O 10.81 -26.49 -6.43 -0.11
C 10.45 -27.78 -6.83 -0.31
H 3.63 -24.89 -4.51 0.09
C 11.34 -28.42 -0.83 -0.33
H 8.48 -22.40 -1.01 0.09
C 1.94 -25.89 -0.18 -0.06
H 8.95 -31.40 -2.47 0.11
C 7.17 -26.00 -3.37 -0.30
C 2.84 -24.46 -7.98 -0.05
H 8.90 -24.72 -1.49 0.03
O 6.98 -24.22 -8.14 -0.11
C 12.86 -26.06 -3.55 -0.25
H 5.84 -20.29 -6.29 0.11
H 10.70 -26.26 -3.61 0.06
H 3.54 -25.04 -2.26 0.02
H 2.31 -24.23 -7.06 0.06
H 9.49 -29.44 -3.78 0.07
O 5.09 -21.23 -3.71 -0.07
H 3.70 -26.43 1.12 0.11
H 8.52 -28.87 -2.43 0.05
H 11.22 -29.28 -8.13 0.07
C 8.47 -27.00 1.50 -0.07
H 4.63 -25.31 -7.03 0.09
H 11.33 -27.66 -8.83 0.07
H 6.77 -25.22 -5.33 0.07
H 9.90 -21.96 -6.68 0.11
C 3.88 -25.53 -7.78 -0.35
H 4.73 -27.53 -3.73 0.05
H 13.58 -25.30 -3.27 0.11
H 11.22 -24.64 -3.93 0.06
H 8.51 -26.26 2.29 0.08
C 6.10 -21.11 -6.97 -0.27
H 7.72 -22.24 1.34 0.07
O 7.92 -31.69 -4.24 -0.07
H 3.13 -27.68 0.08 0.10
H 5.46 -21.74 -8.94 0.06
H 1.61 -26.02 -1.21 0.06
C 8.14 -30.94 -3.03 -0.31
H 6.44 -24.25 -10.05 0.12
H 12.09 -26.84 0.07 0.08
```

* F_max: 2.44 eV Å⁻¹
* energy relative to the best compared isomer or geometry (same formula, charge and spin): 4.876 eV


| no. | LUMO (eV) |
| --- | --- |
| 1 | -0.32 |
| 2 | 0.10 |